(1)
C11H16ClO3PRu as an isolated structure in a non-equilibrium geometry. Source: OMol25; level of theory: the ωB97M-V functional and the def2-TZVPD basis.

Properties
- 2S+1 = 5
- energy (a.u.) = -1550.1596
- total charge = +2

CARTESIAN COORDINATES (ANGSTROEM)
Cl1 -1.418 2.304 -2.980
C1 -0.875 -1.721 -1.950
C2 0.527 -1.922 -1.786
C3 1.226 -1.021 -2.666
H1 0.995 -2.666 -1.147
C4 0.227 -0.252 -3.398
C5 -1.095 -0.709 -2.936
H2 -2.052 -0.317 -3.272
H3 -1.677 -2.278 -1.455
H4 2.296 -0.913 -2.789
C6 0.493 0.797 -4.385
Ru1 -0.032 0.383 -1.401
C7 1.464 1.138 -0.498
O1 2.407 1.605 0.003
C8 -1.307 1.358 -0.452
O2 -2.186 1.900 0.088
H5 1.441 1.278 -4.166
H6 -0.317 1.562 -4.168
H7 0.445 0.500 -5.438
C9 0.270 1.268 4.188
P1 0.028 0.206 2.753
C10 1.204 -1.164 2.846
C11 -1.637 -0.492 2.892
O3 0.163 0.961 1.441
H8 1.236 1.042 4.652
H9 -0.534 1.016 4.891
H10 0.224 2.334 3.943
H11 1.255 -1.591 3.855
H12 0.895 -1.939 2.127
H13 2.183 -0.761 2.544
H14 -2.255 0.061 2.174
H15 -1.548 -1.548 2.582
H16 -2.046 -0.422 3.908

=====

(2)
An isolated ion of composition C4H5FN3 and charge +1 in a non-equilibrium geometry. Source: OMol25; level of theory: the ωB97M-V functional and the def2-TZVPD basis.

Properties
- 2S+1 = 1
- energy (a.u.) = -419.1456
- total charge = +1

CARTESIAN COORDINATES (ANGSTROEM)
C1 2.596 -0.470 0.100
C2 1.432 0.136 -0.188
N1 1.032 1.456 -0.092
N2 -0.152 1.586 0.040
N3 -0.883 0.349 -0.110
C3 -2.317 0.309 0.012
C4 -0.039 -0.592 -0.169
F1 -0.058 -1.861 -0.017
H1 3.548 0.174 0.144
H2 2.744 -1.610 0.194
H3 -2.567 1.119 0.643
H4 -2.711 -0.694 0.460
H5 -2.624 0.097 -1.016

=====

> energy of number 2 (C4H5FN3)?

-419.1456 a.u.

=====

> Which value of energy does entry 1 give?

-1550.1596 a.u.